i:
The following is a DFT calculation (ωB97M-V/def2-TZVPD) of a cluster of 2 separate species, C3H3ClS in total.

spin multiplicity: 1
frontier orbital gap: 7.289 eV
HOMO level: -7.7740 eV

Last column: natural (NBO) charge in e.
Element x y z (Å)
C: 1.35281 1.33906 -0.07984  -0.3118
C: 0.88965 0.13829 0.13210  -0.1679
C: -1.05165 -0.79644 -0.02944  -0.2679
S: 2.67143 -0.09864 0.21636  0.0277
Cl: -2.09727 0.56390 0.17468  0.0382
H: 1.20292 2.31249 -0.47431  0.2469
H: -0.85164 -1.41559 0.84901  0.2397
H: -0.76970 -1.02380 -0.92962  0.1951



ii:
The following is a DFT calculation (ωB97M-V/def2-TZVPD) of an isolated molecule of C3H3ClS.

SMILES: C#CCSCl
spin multiplicity: 1
frontier orbital gap: 9.447 eV
HOMO level: -9.1865 eV

Last column: natural (NBO) charge in e.
Element x y z (Å)
C: -0.42785 -0.44638 -1.12405  -0.2301
C: 0.19915 -0.31648 -0.11257  -0.0331
C: 1.04386 -0.19387 1.10374  -0.6295
S: 2.68780 -0.97155 0.83017  0.2719
Cl: 3.13786 0.23215 -0.68616  -0.1436
H: -1.08078 -0.76747 -1.95144  0.2493
H: 0.36296 -0.60950 1.87483  0.2673
H: 1.15249 0.82237 1.45026  0.2478



What should be chosen as the most stable of them? Choose ii.